(1)
ORCA calculation (ωB97M-V/def2-TZVPD) on the molecule C5H8O.

Last column: Löwdin charge in e.
Atoms and positions in Å:
C (-0.03, -1.47, -0.35)  -0.06
H (2.40, 1.06, -0.39)  0.07
H (-0.69, -2.30, -0.61)  0.09
H (-0.71, 0.33, 1.71)  0.12
C (1.38, 1.07, -0.02)  -0.16
H (0.82, -1.50, -1.05)  0.08
C (0.41, 0.58, -1.04)  0.02
O (-2.51, 0.78, 0.92)  0.06
H (1.10, 2.14, 0.03)  0.11
H (0.36, -1.60, 0.66)  0.09
C (-0.79, -0.11, -0.48)  -0.39
H (1.35, 0.68, 1.00)  0.07
H (-1.60, -0.19, -1.21)  0.13
C (-1.38, 0.36, 0.82)  -0.24

Calculated values
- LUMO energy: 0.0097 hartree
- Energy: -7358.148 eV
- Net charge: 0
- E_HOMO: -8.4 eV
- ΔE to the lowest compared entry with this formula, charge and spin: 396.3 kJ/mol
- HOMO-LUMO gap: 8.71 eV
- Molar mass: 84.12 g/mol

(2)
ORCA calculation (ωB97M-V/def2-TZVPD) on a structure of composition C5H8O.

Last column: Löwdin charge in e.
Atoms and positions in Å:
C (1.19, -0.53, 0.21)  -0.22
C (0.28, 1.73, -0.03)  0.09
H (0.14, 2.69, -0.54)  0.04
H (0.14, -0.17, 1.05)  0.10
H (-1.00, -0.22, -1.43)  0.12
C (-0.89, -0.93, -0.59)  -0.23
H (2.11, -1.02, 0.54)  0.13
H (-1.43, -0.84, 1.56)  0.09
C (1.28, 0.89, -0.21)  -0.22
H (2.25, 1.17, -0.63)  0.11
C (-1.14, -0.18, 0.72)  -0.07
O (0.45, -1.41, -0.52)  -0.11
H (-1.86, 0.63, 0.64)  0.06
H (-1.53, -1.80, -0.77)  0.12

Calculated values
- LUMO energy (alpha / beta): -0.0069 / -0.0047 hartree
- Energy: -7355.689 eV
- Net charge: 0
- E_HOMO (alpha / beta): -8.4 / -7.7 eV
- ΔE to the lowest compared entry with this formula, charge and spin: 633.5 kJ/mol
- HOMO-LUMO gap (alpha / beta): 8.20 / 7.53 eV
- Molar mass: 84.12 g/mol

(3)
ORCA calculation (ωB97M-V/def2-TZVPD) on the molecule C5H8O.

Last column: Löwdin charge in e.
Atoms and positions in Å:
H (-0.61, 0.72, -1.54)  0.14
H (-0.77, 1.00, 1.56)  0.11
H (1.57, 1.33, -0.47)  0.14
C (0.93, 0.62, 0.04)  -0.20
C (-0.30, 1.28, 0.62)  -0.08
H (-2.29, -0.73, -0.26)  0.08
C (-1.21, -0.93, -0.19)  -0.08
H (-0.33, 2.35, 0.42)  0.11
O (2.61, -0.85, -0.57)  0.04
H (-1.02, -1.24, 0.84)  0.08
H (-0.98, -1.78, -0.84)  0.08
C (-0.47, 0.36, -0.53)  -0.29
H (1.24, -1.48, 0.76)  0.12
C (1.66, -0.66, 0.16)  -0.25

Calculated values
- LUMO energy: 0.0368 hartree
- Energy: -7360.636 eV
- Net charge: 0
- E_HOMO: -9.6 eV
- ΔE to the lowest compared entry with this formula, charge and spin: 156.3 kJ/mol
- SMILES: C[C@H]1C[C@H]1C=O
- HOMO-LUMO gap: 10.60 eV
- Molar mass: 84.12 g/mol

(4)
ORCA calculation (ωB97M-V/def2-TZVPD) on the molecule C5H8O.

Last column: Löwdin charge in e.
Atoms and positions in Å:
C (1.17, 0.80, 0.30)  -0.09
C (-0.96, -1.01, -0.34)  -0.20
H (2.06, -1.05, 0.85)  0.12
H (-1.61, -1.65, 0.26)  0.12
H (2.07, -0.72, -0.89)  0.12
C (1.46, -0.64, 0.02)  -0.21
H (-1.20, -1.21, -1.39)  0.11
H (-1.96, 0.51, 0.85)  0.11
H (-0.23, 2.36, 0.50)  0.10
C (-1.28, 0.46, -0.01)  -0.17
H (2.02, 1.45, 0.52)  0.11
H (-1.82, 0.90, -0.86)  0.11
C (-0.07, 1.30, 0.28)  -0.11
O (0.34, -1.50, -0.07)  -0.13

Calculated values
- LUMO energy: 0.0379 hartree
- Energy: -7360.928 eV
- Net charge: 0
- E_HOMO: -9.3 eV
- ΔE to the lowest compared entry with this formula, charge and spin: 128.1 kJ/mol
- SMILES: C1=CCOCC1
- HOMO-LUMO gap: 10.32 eV
- Molar mass: 84.12 g/mol

Please write out number 2 again, unchanged.
ORCA calculation (ωB97M-V/def2-TZVPD) on a structure of composition C5H8O.

Last column: Löwdin charge in e.
Atoms and positions in Å:
C (1.19, -0.53, 0.21)  -0.22
C (0.28, 1.73, -0.03)  0.09
H (0.14, 2.69, -0.54)  0.04
H (0.14, -0.17, 1.05)  0.10
H (-1.00, -0.22, -1.43)  0.12
C (-0.89, -0.93, -0.59)  -0.23
H (2.11, -1.02, 0.54)  0.13
H (-1.43, -0.84, 1.56)  0.09
C (1.28, 0.89, -0.21)  -0.22
H (2.25, 1.17, -0.63)  0.11
C (-1.14, -0.18, 0.72)  -0.07
O (0.45, -1.41, -0.52)  -0.11
H (-1.86, 0.63, 0.64)  0.06
H (-1.53, -1.80, -0.77)  0.12

Calculated values
- LUMO energy (alpha / beta): -0.0069 / -0.0047 hartree
- Energy: -7355.689 eV
- Net charge: 0
- E_HOMO (alpha / beta): -8.4 / -7.7 eV
- ΔE to the lowest compared entry with this formula, charge and spin: 633.5 kJ/mol
- HOMO-LUMO gap (alpha / beta): 8.20 / 7.53 eV
- Molar mass: 84.12 g/mol